No. 1
Here is a molecular structure, C11H7Cl5N5O3Rb at a distorted geometry from OMol25. Energies are from ωB97M-V/def2-TZVPD.

## Properties
multiplicity	1
total energy	-88374.5661	eV
E_HOMO (spin up / spin down)	-0.063 / -0.062	eV
strongest force on any atom	0.1505	Eh/bohr
net charge	-2
LUMO energy (spin up / spin down)	0.13024 / 0.13024	Ha
orbital gap (spin up / spin down)	0.1326 / 0.1325	hartree

Each line ends with the Mulliken charge.
Cartesian coordinates (Å):
Rb1 0.00 0.00 0.00  0.193
Cl1 2.26 1.55 -5.82  -0.232
Cl2 -2.26 -1.55 -5.82  -0.245
Cl3 -2.18 -1.49 -2.60  -0.218
Cl4 2.18 1.49 -2.61  -0.177
Cl5 0.00 0.00 -7.42  -0.242
O1 2.76 0.00 0.00  -0.474
O2 -0.14 -0.20 2.62  -0.641
O3 -1.20 -1.68 3.94  -0.393
N1 3.47 -0.99 0.62  -0.344
N2 -1.49 -2.08 1.81  -0.173
N3 6.09 -2.92 1.57  -0.564
N4 6.11 0.56 -1.18  -0.520
N5 -1.60 -2.23 0.24  -0.485
C1 -0.85 -1.19 2.71  0.831
C2 0.00 0.00 -2.88  -1.350
C3 5.44 -0.11 -0.50  0.293
C4 5.46 -2.09 1.05  0.212
C5 1.01 0.69 -4.97  0.036
C6 0.00 0.00 -5.67  0.391
C7 -1.00 -0.68 -3.57  0.546
C8 4.75 -1.03 0.38  0.365
C9 -1.01 -0.69 -4.97  0.032
C10 -0.67 -0.94 5.05  -0.640
C11 1.00 0.68 -3.57  0.540
H1 -1.02 -1.42 5.97  0.222
H2 -2.52 -2.04 0.23  0.252
H3 0.42 -0.96 5.04  0.275
H4 -1.05 0.09 5.04  0.279
H5 -1.50 2.09 0.00  -0.234
H6 -1.12 -3.04 0.23  0.200
H7 -2.00 -2.79 2.33  0.264

***

No. 2
Here is 2 unconnected molecules or ions with the total composition C3H12N5 at a distorted geometry from OMol25. Energies are from ωB97M-V/def2-TZVPD.

## Properties
multiplicity	1
total energy	-10748.4999	eV
E_HOMO	-12.960	eV
strongest force on any atom	0.0897	Eh/bohr
net charge	+1
LUMO energy	-0.10175	Ha
orbital gap	0.3745	hartree

Each line ends with the Mulliken charge.
Cartesian coordinates (Å):
N1 0.48 -1.37 -0.80  -0.666
N2 -1.70 0.11 0.92  -0.594
N3 0.81 0.91 0.75  -0.344
N4 -3.74 -0.83 0.56  -0.380
N5 1.68 -0.60 -0.74  0.052
C1 2.94 1.38 -0.49  -1.137
C2 -2.42 -0.86 0.56  0.135
C3 1.83 0.55 -0.09  0.855
H1 -4.33 -1.54 0.06  0.258
H2 3.64 0.72 -1.00  0.296
H3 -2.00 -1.74 0.01  0.244
H4 3.49 1.86 0.41  0.363
H5 -0.15 0.55 0.57  0.278
H6 2.45 -1.10 -1.13  0.251
H7 -4.14 0.04 0.85  0.183
H8 -2.37 0.74 1.36  0.067
H9 0.25 -1.75 -1.76  0.241
H10 2.63 2.26 -0.96  0.328
H11 -0.41 -1.10 -0.28  0.345
H12 1.06 1.77 1.19  0.225

***

No. 3
Here is 2 unconnected molecules or ions with the total composition C2H6O at a distorted geometry from OMol25. Energies are from ωB97M-V/def2-TZVPD.

## Properties
multiplicity	1
total energy	-4217.7587	eV
E_HOMO	-10.203	eV
strongest force on any atom	0.0210	Eh/bohr
LUMO energy	0.03661	Ha
orbital gap	0.4116	hartree

Each line ends with the Mulliken charge.
Cartesian coordinates (Å):
O1 1.83 -1.48 -0.66  -0.372
C1 0.87 -1.79 -0.03  0.022
C2 -0.72 1.44 0.02  -1.065
H1 -0.15 1.26 -0.89  0.284
H2 -0.05 1.34 0.88  0.261
H3 -1.51 0.69 0.08  0.251
H4 0.11 -1.08 0.31  0.092
H5 0.71 -2.84 0.27  0.250
H6 -1.09 2.46 0.02  0.276

***

No. 4
Here is a molecular structure, C11H35BeN16O17Pb at a distorted geometry from OMol25. Energies are from ωB97M-V/def2-TZVPD.

## Properties
multiplicity	1
total energy	-76269.0282	eV
E_HOMO	-10.515	eV
strongest force on any atom	0.1450	Eh/bohr
net charge	+1
LUMO energy	-0.30794	Ha
orbital gap	0.0785	hartree

Each line ends with the Mulliken charge.
Cartesian coordinates (Å):
Pb1 -30.93 -1.14 5.66  2.583
O1 -32.99 -1.04 7.21  -0.469
O2 -31.86 1.25 5.97  -0.367
O3 -32.52 -0.43 1.58  -0.920
O4 -29.71 -0.11 7.67  -0.617
O5 -28.33 -1.08 4.96  -0.253
O6 -29.02 -3.95 8.96  -0.418
O7 -29.90 -3.07 7.16  -0.808
O8 -36.89 -3.45 4.31  -0.765
O9 -31.32 -4.49 -0.29  -0.781
O10 -28.20 -3.63 3.01  -0.508
O11 -33.66 1.04 2.96  -0.613
O12 -27.83 -2.80 7.43  -0.691
O13 -27.36 0.82 4.93  -0.515
O14 -29.42 0.18 -0.68  -0.662
O15 -32.05 -3.27 4.73  0.260
O16 -29.49 0.53 4.16  -0.718
O17 -32.61 -0.71 3.67  0.593
N1 -35.58 -2.18 2.84  -0.246
N2 -33.06 -5.13 4.39  -0.176
N3 -31.30 -5.22 5.56  -0.609
N4 -33.68 0.28 8.91  -0.482
N5 -33.94 -1.88 9.05  -0.466
N6 -29.23 -2.12 1.77  0.375
N7 -32.04 -3.34 1.42  -0.012
N8 -30.77 3.07 5.51  -0.410
N9 -28.82 1.79 8.65  -0.449
N10 -32.79 3.38 5.90  -0.419
N11 -28.19 1.63 0.40  -0.433
N12 -28.20 -3.72 0.75  -0.386
N13 -32.06 -2.47 -0.57  -0.247
N14 -27.52 0.31 7.77  -0.333
N15 -29.91 0.89 1.33  -0.044
N16 -34.93 -2.55 4.71  -0.010
C1 -28.43 0.12 4.66  0.509
C2 -33.49 -0.89 8.34  0.562
C3 -28.76 0.63 8.00  0.358
C4 -28.86 -3.27 7.84  0.562
C5 -32.90 -0.04 2.69  -0.339
C6 -31.81 -3.46 0.15  0.407
C7 -29.20 0.89 0.26  0.568
C8 -31.85 2.48 5.81  0.430
C9 -32.13 -4.44 4.86  -0.096
C10 -35.91 -2.80 3.93  0.590
C11 -28.58 -3.19 1.92  0.270
Be1 -26.71 -3.23 5.07  1.130
H1 -30.69 4.00 5.14  0.208
H2 -34.93 -2.97 5.63  0.057
H3 -33.94 0.24 9.89  0.125
H4 -29.22 -1.62 0.89  0.111
H5 -27.42 -0.68 7.56  0.212
H6 -36.29 -2.26 2.13  0.179
H7 -28.99 -3.86 0.14  0.196
H8 -31.74 -3.99 2.13  0.087
H9 -31.81 -2.53 -1.54  0.250
H10 -31.65 -5.98 6.12  0.263
H11 -27.43 1.36 -0.20  0.224
H12 -34.75 -1.61 2.70  0.241
H13 -33.87 -2.76 8.57  0.243
H14 -27.52 -4.47 0.75  0.277
H15 -32.56 4.34 5.65  0.111
H16 -30.71 0.31 1.53  0.004
H17 -29.76 2.13 8.77  0.280
H18 -32.79 -6.10 4.47  0.189
H19 -30.69 -4.60 6.08  0.115
H20 -33.78 -4.80 3.76  0.260
H21 -30.00 2.42 5.54  0.049
H22 -29.49 1.20 2.19  0.185
H23 -26.81 0.22 5.45  0.356
H24 -32.13 -1.62 -0.02  0.235
H25 -33.82 1.09 8.33  0.207
H26 -34.15 -2.03 4.33  -0.139
H27 -33.61 0.76 3.87  0.237
H28 -28.14 -4.18 9.26  0.323
H29 -33.73 3.15 6.17  0.240
H30 -32.20 -2.37 1.64  0.216
H31 -28.07 2.25 1.19  0.204
H32 -29.59 -1.70 2.62  -0.228
H33 -28.12 2.53 8.68  0.199
H34 -26.71 0.83 8.07  0.177
H35 -34.43 -1.65 9.91  0.171

***

No. 5
Here is 2 unconnected molecules or ions with the total composition C3Cl3O at a distorted geometry from OMol25. Energies are from ωB97M-V/def2-TZVPD.

## Properties
multiplicity	1
total energy	-42709.3394	eV
E_HOMO (spin up / spin down)	-15.429 / -15.488	eV
strongest force on any atom	0.0672	Eh/bohr
net charge	+1
LUMO energy (spin up / spin down)	-0.34269 / -0.33988	Ha
orbital gap (spin up / spin down)	0.2243 / 0.2293	hartree

Each line ends with the Mulliken charge.
Cartesian coordinates (Å):
Cl1 2.12 1.74 0.46  0.081
Cl2 -0.01 -1.64 -1.16  0.079
Cl3 -2.08 0.52 1.74  0.026
O1 -0.42 0.92 -1.65  -0.086
C1 -1.27 0.59 0.29  0.456
C2 -0.76 -0.16 -0.94  0.553
C3 -0.38 1.48 -0.42  -0.109

***

No. 6
Here is a gas-phase ion, C17H28NO2 (charge +1) from OMol25. Energies are from ωB97M-V/def2-TZVPD.

## Properties
multiplicity	1
total energy	-23662.6721	eV
E_HOMO	-11.463	eV
strongest force on any atom	0.0185	Eh/bohr
net charge	+1
LUMO energy	-0.08461	Ha
orbital gap	0.3366	hartree

Each line ends with the Mulliken charge.
Cartesian coordinates (Å):
O1 -2.10 0.39 0.40  -0.701
O2 -2.13 3.88 1.37  -0.547
N1 -0.90 0.64 2.72  0.162
C1 -2.53 1.73 0.51  -0.991
C2 -0.58 0.90 -1.48  -0.217
C3 3.00 -2.04 -2.53  -1.553
C4 -1.15 0.03 -0.56  0.537
C5 -0.76 -1.30 -0.53  -1.051
C6 1.82 -1.45 -3.30  0.314
C7 0.95 1.42 -3.36  -2.033
C8 0.78 -0.90 -2.35  0.643
C9 -1.37 2.04 2.74  -1.027
C10 -1.12 -0.12 3.97  -0.650
C11 0.55 0.46 2.45  -0.653
C12 0.19 -1.75 -1.42  -0.271
C13 1.19 -2.50 -4.22  -1.525
C14 -1.55 2.61 1.31  0.516
C15 0.82 -1.01 2.79  -0.459
C16 0.38 0.44 -2.38  0.422
C17 -0.33 -1.41 3.73  -0.696
H1 -0.97 -2.16 3.26  0.294
H2 1.92 -2.85 -4.94  0.463
H3 -0.88 1.93 -1.52  0.280
H4 -3.49 1.70 1.03  0.427
H5 -2.35 2.07 3.23  0.288
H6 -1.49 4.54 1.67  0.394
H7 3.77 -2.37 -3.24  0.456
H8 2.20 -0.64 -3.93  0.464
H9 -1.23 -1.97 0.17  0.631
H10 2.71 -2.90 -1.94  0.302
H11 0.78 0.69 1.41  0.266
H12 -1.42 0.19 1.93  0.360
H13 0.75 1.10 -4.38  0.397
H14 0.50 2.40 -3.23  0.408
H15 0.03 -1.83 4.67  0.368
H16 1.11 1.13 3.10  0.555
H17 0.83 -3.36 -3.65  0.308
H18 -0.57 2.63 0.80  0.283
H19 0.34 -2.07 -4.76  0.364
H20 -0.67 2.65 3.32  0.417
H21 3.44 -1.30 -1.87  0.361
H22 1.79 -1.12 3.27  0.407
H23 0.48 -2.78 -1.39  0.392
H24 2.03 1.52 -3.24  0.394
H25 0.81 -1.62 1.89  0.125
H26 -0.70 0.45 4.80  0.433
H27 -2.18 -0.29 4.14  0.453
H28 -2.70 2.19 -0.47  0.488